(1)
Formula: C5H7FO
Source: the Open Molecules 2025 dataset
Level of theory: ωB97M-V with the def2-TZVPD basis set

Results
Largest force on an atom = 0.044 Eh/bohr
SMILES = O=CC1(F)CCC1
Electronic energy = -10062.0481 eV

Bonds (Å) are listed after each position.
Cartesian coordinates (Å):
1 O 2.547 -0.757 0.062  C2 1.188
2 C 1.924 0.251 -0.018  O1 1.188, C3 1.486, H8 1.148
3 C 0.453 0.463 -0.042  C2 1.486, F4 1.360, C5 1.551, C7 1.514
4 F 0.352 1.817 -0.124  C3 1.360
5 C -0.433 -0.068 1.115  C3 1.551, C6 1.603, H9 1.096, H10 1.101
6 C -1.530 -0.418 0.000  C5 1.603, C7 1.580, H11 1.111, H12 1.108
7 C -0.363 -0.307 -1.059  C3 1.514, C6 1.580, H13 1.113, H14 1.092
8 H 2.424 1.284 -0.004  C2 1.148
9 H 0.048 -0.882 1.670  C5 1.096
10 H -0.722 0.715 1.833  C5 1.101
11 H -2.047 -1.398 0.085  C6 1.111
12 H -2.284 0.379 -0.154  C6 1.108
13 H -0.539 0.148 -2.059  C7 1.113
14 H 0.171 -1.226 -1.307  C7 1.092

Partial atomic charges computed with the Löwdin method, in multiples of e: number 1, O, carries 0.10; number 2, C, carries -0.20; number 3, C, carries -0.50; number 4, F, carries 0.02; number 5, C, carries -0.05; number 6, C, carries -0.11; number 7, C, carries -0.09; number 8, H, carries 0.15; number 9, H, carries 0.12; number 10, H, carries 0.11; number 11, H, carries 0.10; number 12, H, carries 0.11; number 13, H, carries 0.13; number 14, H, carries 0.12



(2)
Formula: C5H7FO2
Source: the Open Molecules 2025 dataset
Level of theory: ωB97M-V with the def2-TZVPD basis set

Results
Largest force on an atom = 0.098 Eh/bohr
SMILES = O/C(F)=C1\CCCO1
Electronic energy = -12108.1719 eV

Bonds (Å) are listed after each position.
Cartesian coordinates (Å):
1 O 1.229 1.922 -2.100  C2 1.312, H9 0.953
2 C 0.931 0.674 -1.823  O1 1.312, F3 1.399, C4 1.392
3 F 1.360 -0.215 -2.815  C2 1.399
4 C 0.297 0.209 -0.675  C2 1.392, C5 1.588, O8 1.377
5 C -0.218 0.780 0.715  C4 1.588, C6 1.620, H10 1.087, H11 1.021
6 C -0.842 -0.401 1.631  C5 1.620, C7 1.494, H12 1.130, H13 1.089
7 C -0.344 -1.564 0.835  C6 1.494, O8 1.492, H14 1.099, H15 1.113
8 O 0.069 -1.142 -0.535  C4 1.377, C7 1.492
9 H 1.102 1.920 -3.045  O1 0.953
10 H -0.893 1.631 0.763  C5 1.087
11 H 0.667 1.138 1.079  C5 1.021
12 H -1.966 -0.439 1.521  C6 1.130
13 H -0.492 -0.100 2.618  C6 1.089
14 H 0.342 -2.274 1.317  C7 1.099
15 H -1.241 -2.139 0.514  C7 1.113

Partial atomic charges computed with the Löwdin method, in multiples of e: number 1, O, carries 0.11; number 2, C, carries -0.33; number 3, F, carries 0.05; number 4, C, carries -0.15; number 5, C, carries -0.07; number 6, C, carries -0.13; number 7, C, carries -0.16; number 8, O, carries -0.08; number 9, H, carries 0.11; number 10, H, carries 0.11; number 11, H, carries 0.07; number 12, H, carries 0.12; number 13, H, carries 0.11; number 14, H, carries 0.12; number 15, H, carries 0.12



(3)
Formula: C5H7FO2
Source: the Open Molecules 2025 dataset
Level of theory: ωB97M-V with the def2-TZVPD basis set

Results
Largest force on an atom = 0.071 Eh/bohr
SMILES = C[C@@H](C=O)O/C=C\F
Electronic energy = -12108.5463 eV

Bonds (Å) are listed after each position.
Cartesian coordinates (Å):
1 C 1.463 1.483 0.199  C2 1.478, H9 1.080, H10 1.184, H11 1.073
2 C 0.806 0.266 -0.323  C1 1.478, C3 1.532, O5 1.394, H12 1.159
3 C 1.171 -0.927 0.566  C2 1.532, O4 1.225, H13 1.125
4 O 2.196 -1.531 0.275  C3 1.225
5 O -0.572 0.475 -0.331  C2 1.394, C6 1.359
6 C -1.316 -0.643 -0.545  O5 1.359, C7 1.357, H14 1.142
7 C -2.602 -0.696 -0.114  C6 1.357, F8 1.327, H15 1.070
8 F -3.039 0.217 0.744  C7 1.327
9 H 1.389 1.482 1.277  C1 1.080
10 H 0.660 2.280 -0.152  C1 1.184
11 H 2.471 1.690 -0.102  C1 1.073
12 H 1.213 0.007 -1.376  C2 1.159
13 H 0.498 -1.217 1.418  C3 1.125
14 H -0.959 -1.477 -1.239  C6 1.142
15 H -3.377 -1.410 -0.299  C7 1.070

Partial atomic charges computed with the Löwdin method, in multiples of e: number 1, C, carries -0.02; number 2, C, carries -0.42; number 3, C, carries -0.19; number 4, O, carries 0.05; number 5, O, carries -0.07; number 6, C, carries -0.15; number 7, C, carries -0.12; number 8, F, carries 0.03; number 9, H, carries 0.08; number 10, H, carries 0.14; number 11, H, carries 0.08; number 12, H, carries 0.18; number 13, H, carries 0.15; number 14, H, carries 0.16; number 15, H, carries 0.11



(4)
Formula: C5H7N
Source: the Open Molecules 2025 dataset
Level of theory: ωB97M-V with the def2-TZVPD basis set

Results
Largest force on an atom = 0.053 Eh/bohr
SMILES = C1=C[C@H]2N[C@H]2C1
Electronic energy = -6785.6664 eV

Bonds (Å) are listed after each position.
Cartesian coordinates (Å):
1 C 1.361 0.025 -0.528  C2 1.346, C6 1.594, H7 1.095
2 C 0.567 1.103 -0.664  C1 1.346, C3 1.513, H8 1.098
3 C -0.621 0.950 0.261  C2 1.513, N4 1.434, C5 1.458, H9 1.078
4 N -1.857 0.253 0.060  C3 1.434, C5 1.649, H10 1.013
5 C -0.566 -0.371 0.875  C3 1.458, N4 1.649, C6 1.529, H11 1.101
6 C 0.497 -1.155 0.106  C1 1.594, C5 1.529, H12 1.116, H13 1.092
7 H 2.390 -0.163 -0.853  C1 1.095
8 H 0.652 2.049 -1.215  C2 1.098
9 H -0.775 1.780 0.932  C3 1.078
10 H -1.942 -0.347 -0.752  N4 1.013
11 H -0.596 -0.528 1.964  C5 1.101
12 H 0.909 -2.029 0.665  C6 1.116
13 H 0.085 -1.577 -0.813  C6 1.092

Partial atomic charges computed with the Löwdin method, in multiples of e: number 1, C, carries -0.05; number 2, C, carries -0.05; number 3, C, carries -0.39; number 4, N, carries 0.09; number 5, C, carries -0.19; number 6, C, carries -0.14; number 7, H, carries 0.09; number 8, H, carries 0.10; number 9, H, carries 0.13; number 10, H, carries 0.07; number 11, H, carries 0.13; number 12, H, carries 0.11; number 13, H, carries 0.10



(5)
Formula: C5H7N
Source: the Open Molecules 2025 dataset
Level of theory: ωB97M-V with the def2-TZVPD basis set

Results
Largest force on an atom = 0.041 Eh/bohr
SMILES = Cc1ccc[nH]1
Electronic energy = -6785.9332 eV

Bonds (Å) are listed after each position.
Cartesian coordinates (Å):
1 C -1.635 -0.477 -0.826  C2 1.490, H7 1.097, H8 1.094, H9 1.091
2 C -0.274 -0.193 -0.291  C1 1.490, C3 1.360, N6 1.388
3 C 0.883 -0.909 -0.304  C2 1.360, C4 1.467, H10 1.088
4 C 1.926 -0.168 0.412  C3 1.467, C5 1.391, H11 1.152
5 C 1.267 1.006 0.761  C4 1.391, N6 1.350, H12 1.082
6 N -0.034 0.986 0.402  C2 1.388, C5 1.350, H13 1.005
7 H -2.354 -0.631 -0.011  C1 1.097
8 H -2.005 0.345 -1.447  C1 1.094
9 H -1.616 -1.384 -1.432  C1 1.091
10 H 0.992 -1.856 -0.828  C3 1.088
11 H 1.859 -0.184 1.562  C4 1.152
12 H 1.726 1.824 1.300  C5 1.082
13 H -0.735 1.641 0.703  N6 1.005

Partial atomic charges computed with the Löwdin method, in multiples of e: number 1, C, carries -0.04; number 2, C, carries -0.34; number 3, C, carries -0.08; number 4, C, carries -0.14; number 5, C, carries -0.20; number 6, N, carries 0.07; number 7, H, carries 0.08; number 8, H, carries 0.08; number 9, H, carries 0.08; number 10, H, carries 0.10; number 11, H, carries 0.13; number 12, H, carries 0.12; number 13, H, carries 0.15



(6)
Formula: C5H7N
Source: the Open Molecules 2025 dataset
Level of theory: ωB97M-V with the def2-TZVPD basis set

Results
Largest force on an atom = 0.010 Eh/bohr
SMILES = CC=C=C1CN1
Electronic energy = -6784.5553 eV

Bonds (Å) are listed after each position.
Cartesian coordinates (Å):
1 C 1.781 -0.003 -1.967  C2 1.482, H7 1.094, H8 1.090, H9 1.097
2 C 0.615 -0.090 -1.057  C1 1.482, C3 1.311, H10 1.091
3 C 0.435 -0.205 0.237  C2 1.311, C4 1.295
4 C -0.499 -0.062 1.123  C3 1.295, C5 1.442, N6 1.405
5 C -1.724 -0.457 1.774  C4 1.442, N6 1.496, H11 1.084, H12 1.090
6 N -1.260 0.963 1.710  C4 1.405, C5 1.496, H13 1.016
7 H 1.603 -0.654 -2.828  C1 1.094
8 H 2.743 -0.235 -1.510  C1 1.090
9 H 1.802 1.030 -2.334  C1 1.097
10 H -0.338 0.065 -1.564  C2 1.091
11 H -1.714 -0.999 2.712  C5 1.084
12 H -2.572 -0.654 1.117  C5 1.090
13 H -0.873 1.299 2.588  N6 1.016

Partial atomic charges computed with the Löwdin method, in multiples of e: number 1, C, carries -0.11; number 2, C, carries -0.20; number 3, C, carries 0.02; number 4, C, carries -0.32; number 5, C, carries -0.09; number 6, N, carries 0.06; number 7, H, carries 0.07; number 8, H, carries 0.07; number 9, H, carries 0.08; number 10, H, carries 0.11; number 11, H, carries 0.10; number 12, H, carries 0.11; number 13, H, carries 0.10